Below is a single C5H4N2S molecule, with properties calculated with ωB97M-V/def2-TZVPD.

The geometry in XYZ format:
```
12
Properties=species:S:1:pos:R:3:forces:R:3:lowdin_charge:R:1
S -1.5859 1.3065 -0.4090 0.282 -1.717 -0.444 0.928
N 1.3809 0.1091 -0.1804 0.650 -1.009 0.025 -0.037
N -0.6509 -2.2691 0.6492 -0.392 1.315 0.314 0.166
C -0.2681 1.4880 0.6803 -0.026 1.116 3.269 -0.480
C -1.0646 -1.2811 0.1733 0.761 -3.894 1.154 -0.426
C 0.8866 0.7412 0.8833 0.885 1.108 -0.530 -0.223
C 1.5655 -0.8521 -0.8674 0.390 -0.344 -1.008 0.099
C -1.6649 -0.4575 -0.7012 -0.207 3.901 -0.435 -0.395
H 1.6995 0.8460 1.6908 -1.958 0.136 -0.970 0.154
H -0.4962 2.1984 1.5486 0.179 -0.951 -1.475 0.081
H -1.9416 -0.8076 -1.6689 -0.304 -0.070 -0.429 0.056
H 2.1396 -1.0217 -1.7987 -0.258 0.408 0.530 0.076
```
Forces are in eV/Å.

Output
Energy relative to the best compared isomer or geometry (same formula, charge and spin) in eV: 5.186
Orbital gap (alpha / beta) in eV: 5.98 / 7.50
DFT total energy in Eh: -700.42528
Charge: 0
Highest occupied orbital energy (alpha / beta) in eV: -7.2 / -8.0

Below is a single C12H16N6O3 molecule, with properties calculated with ωB97M-V/def2-TZVPD.

The geometry in XYZ format:
```
37
Properties=species:S:1:pos:R:3:forces:R:3:lowdin_charge:R:1
O 2.1471 3.2916 -2.2750 0.685 -1.159 -0.636 0.117
O 2.3388 -0.3020 -0.1692 0.478 0.072 0.367 0.058
O 0.7902 3.0352 -0.4358 3.259 -1.531 -3.170 0.035
N -0.8894 -1.5553 0.5530 -0.365 -3.693 1.363 -0.003
N 0.3077 0.4311 -0.8956 5.304 -0.080 -1.711 0.154
N 0.3153 -3.2037 5.1784 0.689 1.256 -1.179 0.038
N -0.6942 -2.6190 3.2379 2.682 -0.579 1.479 0.057
N -1.0413 3.2202 -2.4721 -1.204 -3.762 -2.131 0.141
N -3.1529 2.3101 -2.8356 1.912 -0.233 0.452 0.058
C 1.1406 -0.2488 -0.0058 -1.707 0.598 -1.475 -0.438
C -0.8409 -3.0421 4.4901 -2.722 -1.411 -1.104 -0.228
C 0.3471 1.3561 -3.3415 -0.912 -0.054 0.404 -0.084
C 1.0507 1.2167 -1.9910 1.077 -0.761 1.355 -0.209
C 1.4030 2.5580 -1.4443 -3.782 3.302 3.820 -0.459
C 1.3454 -2.0937 1.6797 0.219 0.106 2.747 -0.093
C 0.4007 -0.9898 1.1021 0.231 -2.621 -0.804 -0.311
C -2.2675 1.2897 -3.1416 2.350 0.658 -0.504 -0.067
C -1.0235 1.8642 -3.0005 0.888 0.531 -0.458 -0.290
C 1.3280 -2.7210 4.3487 0.371 0.318 -2.748 -0.072
C -2.3107 3.3586 -2.4300 -3.280 3.781 2.259 -0.229
C 0.7536 -2.4499 3.1009 -1.540 0.031 1.024 -0.247
H 1.2772 -3.1423 1.2021 0.748 2.014 -0.119 0.137
H 2.4151 -2.5551 4.4907 -1.100 -0.600 0.766 0.122
H -1.8844 -3.4902 4.7964 2.442 1.219 -0.097 0.152
H 0.8481 2.0826 -4.0880 -0.505 -1.487 1.397 0.158
H 2.2986 4.2103 -2.0576 -0.426 0.265 0.804 0.128
H 0.2614 -0.3641 1.9563 -0.670 0.864 0.255 0.133
H -4.1369 2.1428 -2.8822 -0.330 0.820 0.422 0.134
H 2.0265 0.7384 -2.1946 -0.574 -0.279 0.429 0.153
H 0.4405 -3.4872 6.1208 -0.148 -0.121 0.564 0.133
H -0.6360 0.4661 -0.7300 -2.526 0.303 0.197 0.081
H 2.3990 -1.5632 1.8531 -2.013 -1.830 -0.744 0.152
H -2.4090 0.2716 -3.5317 -0.611 0.872 0.282 0.128
H -0.5931 -2.4482 0.0188 -0.180 2.131 0.209 0.093
H -1.3982 -2.2097 1.3315 1.565 2.841 -1.440 0.100
H -2.6606 4.3305 -1.8838 -0.216 -2.026 -1.472 0.151
H 0.3038 0.3115 -3.6546 -0.089 0.242 -0.806 0.117
```
Forces are in eV/Å.

Output
Energy relative to the best compared isomer or geometry (same formula, charge and spin) in eV: 4.410
Orbital gap in eV: 9.41
DFT total energy in Eh: -1021.06598
Charge: 0
Highest occupied orbital energy in eV: -8.6

Below is a molecular structure, C25H50N3O5SSiY, with properties calculated with ωB97M-V/def2-TZVPD.

The geometry in XYZ format:
```
86
Properties=species:S:1:pos:R:3:forces:R:3:lowdin_charge:R:1
Y 0.2068 0.0461 0.6607 -0.029 0.049 -0.569 1.448
S -1.1933 -2.0635 -0.3968 0.011 0.104 0.138 0.668
Si 0.7683 -0.8271 3.4543 -0.059 -0.098 -0.106 0.013
O 1.8074 0.1118 -0.9684 -0.165 -0.090 0.300 -0.180
O 0.2222 -2.0939 4.2800 -0.025 0.006 0.029 -0.107
O -0.3613 0.0699 2.7183 0.011 0.103 -0.496 -0.366
O 1.4314 -1.4244 1.9822 0.119 -0.044 0.087 -0.258
O 1.8812 -0.0155 4.2917 0.010 0.033 -0.010 -0.088
N -2.1034 -4.2995 0.6181 0.020 0.008 0.031 0.136
N -1.9846 -2.5848 2.1218 0.006 0.060 0.123 0.167
N 3.6537 0.1263 -2.2895 -0.020 0.013 -0.017 -0.144
C -3.3750 0.8361 0.3015 -0.020 0.023 -0.045 -0.029
C -1.7926 -3.0379 0.8957 -0.031 -0.030 -0.097 -0.846
C -1.3637 2.3388 0.4968 0.017 -0.131 0.135 -0.074
C -0.6457 -0.9954 6.2750 0.007 -0.018 -0.024 -0.015
C -0.2139 2.9497 -0.0224 0.022 0.026 0.148 -0.290
C 2.4542 1.2960 4.0956 -0.007 0.001 0.011 -0.611
C 1.4518 2.3408 4.5626 0.014 -0.014 -0.007 -0.012
C -2.1203 1.4411 -0.2657 -0.028 -0.026 0.181 -0.331
C 3.0378 -2.4181 0.4882 -0.007 0.021 0.025 -0.022
C 3.3967 -2.4981 2.9607 -0.013 0.023 0.011 -0.003
C 0.1686 2.6419 -1.3273 0.019 -0.050 0.092 -0.014
C 2.8114 1.5011 2.6239 0.033 -0.018 -0.011 -0.023
C -0.0375 -2.2701 5.7105 0.001 0.006 -0.017 -0.608
C -0.5582 1.7453 -2.1099 0.014 -0.030 0.024 -0.265
C 4.4317 1.0040 -1.4224 0.008 0.018 0.016 0.007
C 2.3702 -2.5629 1.8422 0.019 -0.001 0.047 -0.582
C 3.7181 1.3246 4.9393 -0.017 -0.010 0.004 -0.007
C -1.0184 -3.4267 5.7987 0.019 -0.003 0.003 -0.023
C -1.6848 1.1341 -1.5581 0.002 -0.025 0.071 -0.046
C 2.4303 -0.2388 -1.9986 0.060 -0.008 0.021 -0.278
C 1.5645 -3.8507 1.9037 -0.005 0.031 -0.012 -0.008
C 0.5479 3.9579 0.7946 -0.006 0.021 -0.030 -0.021
C 1.2786 -2.6121 6.3880 -0.003 0.003 -0.023 -0.015
C 4.3072 -0.3264 -3.5159 0.014 -0.018 -0.015 0.001
C -0.1532 1.4652 -3.5269 0.006 0.007 -0.004 -0.019
H 1.9056 1.5983 2.0058 -0.039 0.045 0.024 0.041
H 2.2378 -4.7037 1.8152 -0.004 -0.004 0.005 0.106
H 1.1200 -2.7809 7.4531 0.001 0.000 0.003 0.102
H 1.7035 -3.5211 5.9591 -0.002 -0.003 0.009 0.093
H 3.6344 -0.9657 -4.0822 -0.006 0.006 0.002 0.099
H 3.8447 1.2729 -0.5500 -0.002 -0.013 -0.001 0.078
H 0.4124 3.7925 1.8632 0.007 0.000 -0.002 0.076
H -3.6323 -0.0930 -0.2037 0.005 -0.005 0.001 0.073
H 1.2252 2.1976 5.6189 0.002 0.000 -0.001 0.097
H -0.4446 0.4630 -3.8402 0.008 -0.005 0.005 0.092
H -0.9122 -1.1422 7.3214 -0.001 0.010 0.005 0.104
H -3.2780 0.6487 1.3720 -0.001 0.007 0.005 0.086
H 3.5718 -1.4680 0.4203 0.005 -0.002 -0.009 0.081
H 1.6129 3.9430 0.5635 -0.001 -0.002 0.000 0.086
H 3.4241 0.6798 2.2494 -0.007 -0.005 -0.003 0.084
H 5.3423 0.4923 -1.1123 -0.002 -0.004 0.001 0.109
H 2.9249 -2.5834 3.9399 0.005 -0.012 0.001 0.077
H -2.2142 -3.2084 2.8816 -0.010 -0.010 -0.014 0.124
H -1.7426 -1.6359 2.3803 0.095 -0.018 -0.030 0.070
H 1.0281 -3.9258 2.8480 -0.001 0.000 0.009 0.083
H 1.9536 -0.8934 -2.7327 0.007 -0.016 0.013 0.163
H 0.1801 4.9609 0.5702 -0.002 0.001 0.004 0.106
H -1.9770 -4.6470 -0.3175 0.007 0.001 -0.001 0.112
H -2.5455 -4.9029 1.2937 -0.006 -0.007 -0.004 0.134
H 1.9920 -1.7955 6.2717 0.001 0.001 0.005 0.084
H 0.0638 -0.1683 6.2206 0.000 0.001 0.010 0.078
H -1.9727 -3.1590 5.3380 0.005 -0.001 -0.002 0.080
H 4.5837 0.5338 -4.1239 -0.004 0.003 0.003 0.106
H 1.0533 3.1130 -1.7416 0.003 -0.005 -0.002 0.139
H 4.4256 0.5678 4.5983 0.005 0.004 0.000 0.091
H 0.9200 1.5940 -3.6704 0.000 -0.007 0.003 0.079
H 0.5210 2.2605 3.9972 -0.002 0.004 0.000 0.074
H 3.4696 1.1185 5.9797 0.005 0.005 0.002 0.099
H 5.2061 -0.8878 -3.2655 0.001 0.006 0.006 0.107
H 1.8625 3.3437 4.4372 -0.010 0.005 0.002 0.100
H -1.6693 2.5524 1.5159 -0.039 0.086 -0.031 0.140
H -1.2153 -3.6774 6.8406 -0.006 0.000 0.002 0.101
H -0.6500 2.1705 -4.1962 -0.003 -0.008 -0.004 0.107
H -1.5509 -0.7250 5.7276 -0.003 0.001 0.006 0.096
H 4.1961 2.3028 4.8854 0.002 0.001 -0.002 0.100
H -4.2063 1.5314 0.1698 -0.001 -0.002 0.005 0.105
H 3.7559 -3.2261 0.3499 -0.002 -0.003 -0.006 0.108
H 2.2971 -2.4829 -0.3119 0.005 -0.008 -0.005 0.076
H -2.2537 0.4262 -2.1503 0.002 0.003 -0.004 0.131
H 3.9595 -1.5646 2.9289 0.002 -0.003 -0.007 0.087
H 4.0980 -3.3254 2.8529 0.002 -0.002 -0.002 0.109
H 0.8552 -3.8940 1.0755 -0.010 0.001 -0.004 0.067
H 3.3632 2.4332 2.4998 -0.005 0.007 -0.012 0.107
H 4.7057 1.9043 -1.9718 0.003 -0.004 -0.003 0.109
H -0.6099 -4.3116 5.3077 -0.007 0.008 -0.001 0.091
```
Forces are in eV/Å.

Output
Energy relative to the best compared isomer or geometry (same formula, charge and spin) in eV: 0.281
Orbital gap in eV: 9.81
DFT total energy in Eh: -2249.04416
Charge: +2
Highest occupied orbital energy in eV: -14.8

Below is a molecular structure, C32H36N7O2ReS2, with properties calculated with ωB97M-V/def2-TZVPD.

The geometry in XYZ format:
```
80
Properties=species:S:1:pos:R:3:forces:R:3:lowdin_spin:R:1
Re -0.8332 0.3883 0.1767 -0.434 -0.184 0.235 0.893
S -0.8803 2.4966 1.3338 -0.011 -0.119 -0.047 -0.004
S -0.5533 5.1282 -0.0693 0.053 0.353 -0.126 0.015
O 1.1982 0.9174 -1.9277 0.224 -0.269 -0.258 0.041
O 1.0634 0.1658 0.9377 -0.121 -0.210 -0.177 0.043
N -2.5683 0.1647 -0.6031 0.199 0.055 0.127 -0.079
N 3.6904 0.3604 -2.6237 -0.114 0.131 0.058 0.000
N -0.9964 1.7701 -1.4345 0.068 0.153 -0.451 0.006
N -0.5820 -1.3252 -1.1247 0.113 0.174 -0.071 -0.008
N -1.4027 -0.8284 1.7895 -0.094 -0.001 0.049 0.002
N 4.2557 0.5934 0.8400 -0.041 -0.080 -0.010 -0.001
N -0.9992 3.0031 -1.3632 0.103 0.000 0.384 0.021
C 0.3650 -3.1904 -2.3472 0.007 0.042 0.116 -0.001
C 3.7450 1.1134 1.9094 0.027 0.055 -0.029 0.000
C 2.7645 1.0497 4.0548 0.104 0.028 -0.032 0.008
C 0.8919 0.3590 -3.0209 -0.228 0.406 0.290 0.003
C 1.8668 0.6840 5.0353 -0.033 -0.029 0.058 0.000
C 1.2838 -0.6782 -5.2661 0.316 0.055 0.216 0.000
C 4.9026 -0.9601 -0.9569 0.018 -0.063 0.012 0.000
C -1.3998 -1.9208 -3.5348 0.000 -0.006 0.025 0.000
C -3.8169 -0.6356 1.4071 -0.011 0.019 -0.021 -0.001
C -2.6603 -1.5914 1.6684 0.048 0.057 -0.018 -0.001
C -1.2636 -0.9719 -2.3504 0.052 0.027 0.036 -0.006
C 0.4283 -0.1364 3.2303 -0.119 -0.091 0.042 0.004
C 1.7860 -0.0993 -3.9996 0.132 -0.250 -0.321 0.001
C -0.7583 3.4851 -0.0315 -0.247 -0.151 -0.240 0.005
C -3.8805 -0.1642 -0.0378 0.018 0.027 -0.153 -0.004
C 5.0077 0.0597 -2.0976 -0.108 0.035 0.018 0.000
C -1.5510 1.1780 -2.6564 0.114 -0.052 0.064 -0.002
C -2.4210 0.0318 -2.0533 0.013 -0.030 0.082 0.003
C -0.4517 5.5918 1.6563 0.044 0.004 0.041 0.001
C 1.3440 0.2478 2.2256 0.054 0.069 -0.077 0.010
C 0.7180 0.0462 4.5840 -0.025 -0.006 0.055 0.005
C 3.1507 -0.1334 -3.7205 -0.036 -0.090 -0.030 0.000
C -0.3691 -3.0013 -3.4486 -0.040 0.022 -0.081 0.009
C -0.4815 -1.5201 -6.8271 0.065 0.006 0.112 0.000
C -0.8145 -0.8185 2.9272 0.067 -0.081 -0.039 0.026
C 0.0110 -0.9524 -5.5204 -0.344 -0.072 -0.095 0.001
C 0.2063 -2.3377 -1.1746 0.035 -0.085 0.003 0.011
C -0.5761 0.1190 -3.2251 0.041 -0.095 0.039 -0.001
C -1.0362 -0.7039 -4.4693 -0.008 0.067 -0.073 0.000
C 2.5781 0.7807 2.6786 0.095 -0.001 0.086 0.000
C 3.8600 -0.6205 0.1025 -0.009 0.051 0.046 0.000
C 2.1112 0.9369 6.4982 0.013 -0.011 -0.074 0.000
H -4.5157 0.7223 -0.1253 -0.041 -0.011 -0.008 -0.004
H 2.0254 -0.8908 -6.0303 0.011 0.026 0.036 0.000
H 0.2824 -2.1265 -7.3111 0.016 0.042 -0.015 0.000
H -2.8250 -2.1625 2.5813 -0.009 0.027 0.022 0.000
H -0.0066 -0.3032 5.3137 0.001 0.009 -0.017 0.000
H 3.0933 1.3743 6.6654 -0.004 0.002 -0.007 0.000
H 2.8699 -0.4573 -0.3215 -0.016 0.021 -0.015 0.000
H 5.6444 -0.3360 -2.8873 -0.024 0.017 -0.031 0.000
H 1.0708 -4.0062 -2.2780 0.002 0.008 0.013 0.000
H -0.2622 6.6635 1.6519 0.000 -0.005 0.031 0.000
H -2.3834 -2.3647 -3.7067 -0.003 -0.013 0.012 0.000
H -1.9389 -0.2916 -4.9268 0.008 0.009 -0.007 0.000
H 3.0193 0.8270 -2.0141 0.039 0.027 -0.050 0.000
H -4.7529 -1.1476 1.6296 -0.023 0.031 0.009 0.000
H 5.4591 0.9985 -1.7689 0.056 -0.021 0.014 0.000
H -2.5484 -2.2999 0.8455 0.009 -0.021 -0.004 -0.001
H 5.1439 0.9951 0.5600 -0.012 -0.016 -0.037 0.000
H -1.2648 -1.3862 3.7412 0.024 0.008 0.008 0.001
H 5.8878 -1.0952 -0.5033 -0.022 -0.009 0.043 0.000
H -3.3512 -0.1427 -2.5919 -0.052 -0.075 0.108 0.001
H 3.7738 -1.4301 0.8294 0.032 0.011 0.032 0.000
H 0.7842 -2.5526 -0.2796 0.005 -0.001 -0.010 0.000
H 4.6218 -1.9306 -1.3698 0.018 0.005 -0.027 0.000
H -0.7615 -0.7225 -7.5179 -0.031 0.026 0.022 0.000
H -1.9906 1.9239 -3.3133 0.012 0.077 0.046 0.000
H -1.3987 5.3840 2.1519 0.004 -0.007 -0.001 0.000
H 3.8276 -0.6247 -4.4155 -0.006 0.010 0.000 0.000
H -0.2681 -3.6759 -4.2910 0.003 0.013 -0.002 0.000
H -3.7540 0.2115 2.0944 0.028 -0.011 0.011 0.000
H 2.0560 0.0091 7.0675 -0.006 -0.006 -0.010 0.000
H 3.6901 1.5295 4.3563 -0.016 0.005 0.003 0.000
H -4.3338 -0.9344 -0.6682 0.034 -0.057 0.022 -0.002
H 1.3643 1.6188 6.9052 -0.008 -0.002 -0.009 0.000
H 0.3676 5.0667 2.1440 -0.007 0.015 0.014 0.000
H 4.3738 1.8861 2.3433 -0.045 0.036 -0.003 0.000
H -1.3679 -2.1423 -6.6877 0.024 -0.027 0.031 0.000
```
Forces are in eV/Å.

Output
Orbital gap (alpha / beta) in eV: 4.94 / 4.97
DFT total energy in Eh: -2648.47990
Multiplicity: 2
Charge: +3
Highest occupied orbital energy (alpha / beta) in eV: -14.9 / -14.9
Expectation value of S²: 0.781

So what do the calculations give for max |F|? Going down the list: 4.132; 6.309; 0.572; 0.548 eV/A.
So what do the calculations give for M? Going down the list: 124.2; 292.3; 621.8; 801.0 u.